The following is a DFT calculation (ωB97M-V/def2-TZVPD) of a structure of composition C24H64CoF4N2O16S4 at a distorted geometry.

## Properties
Energy relative to the best compared isomer or geometry (same formula, charge and spin)   6.3786 eV
Frontier orbital gap (spin up / spin down)   8.0340 / 7.1677 eV
E   -5640.920133 Eh
Multiplicity   4

Cartesian coordinates (Å):
1 Co -1.550 0.232 2.308
2 N -0.900 0.012 0.510
3 S -0.071 0.621 -0.666
4 O -0.765 1.555 -1.583
5 O 1.107 -0.031 -1.169
6 F 0.652 1.707 0.355
7 S -1.213 -1.387 -0.522
8 O -0.159 -2.401 -0.407
9 O -1.848 -1.128 -1.818
10 F -2.392 -1.959 0.388
11 N -2.269 -0.815 3.832
12 S -2.696 -0.119 5.354
13 O -1.616 -0.232 6.351
14 O -4.073 -0.211 5.823
15 F -2.608 1.391 4.845
16 S -2.759 -2.171 4.378
17 O -4.153 -2.522 4.173
18 O -1.969 -2.839 5.398
19 F -2.174 -3.006 3.117
20 C -1.149 -5.545 1.362
21 C -2.325 -6.454 1.450
22 C -3.025 -6.711 0.149
23 O -1.837 -7.633 1.969
24 H -0.262 -5.944 0.871
25 H -0.806 -5.318 2.371
26 H -1.330 -4.568 0.914
27 H -2.951 -6.010 2.225
28 H -2.305 -6.950 -0.633
29 H -3.390 -5.726 -0.142
30 H -3.869 -7.401 0.181
31 H -1.348 -7.494 2.783
32 C 2.809 -4.734 -0.291
33 C 2.319 -4.225 -1.670
34 C 2.736 -2.748 -1.845
35 O 2.951 -5.012 -2.618
36 H 2.338 -4.225 0.550
37 H 3.869 -4.495 -0.202
38 H 2.812 -5.816 -0.160
39 H 1.242 -4.392 -1.683
40 H 2.299 -2.137 -1.056
41 H 2.455 -2.318 -2.806
42 H 3.816 -2.641 -1.744
43 H 2.393 -4.954 -3.397
44 C 2.153 -1.863 2.192
45 C 0.985 -1.442 3.159
46 C 1.258 -1.533 4.643
47 O 0.614 -0.136 2.883
48 H 1.853 -1.755 1.149
49 H 2.437 -2.913 2.254
50 H 3.104 -1.337 2.271
51 H 0.154 -2.116 2.949
52 H 0.370 -1.333 5.242
53 H 2.064 -0.841 4.887
54 H 1.679 -2.506 4.895
55 H 1.388 0.410 3.042
56 C 1.179 0.013 -5.192
57 C -0.332 -0.118 -5.122
58 C -1.129 1.166 -5.377
59 O -0.695 -0.988 -6.128
60 H 1.406 0.002 -6.258
61 H 1.599 -0.804 -4.605
62 H 1.502 1.010 -4.894
63 H -0.519 -0.575 -4.150
64 H -0.861 1.609 -6.336
65 H -0.887 1.839 -4.554
66 H -2.212 1.041 -5.373
67 H -1.548 -0.682 -6.442
68 C -3.487 3.954 -2.338
69 C -4.106 2.661 -1.786
70 C -4.160 1.479 -2.766
71 O -3.382 2.069 -0.753
72 H -2.552 3.655 -2.811
73 H -3.313 4.729 -1.591
74 H -4.020 4.473 -3.134
75 H -5.072 2.953 -1.374
76 H -4.486 1.836 -3.743
77 H -5.018 0.877 -2.466
78 H -3.263 0.879 -2.918
79 H -2.527 1.964 -1.178
80 C 4.571 3.029 2.728
81 C 3.579 2.190 2.035
82 C 4.114 1.281 0.917
83 O 3.123 1.349 3.093
84 H 5.477 2.472 2.965
85 H 4.122 3.583 3.552
86 H 4.832 3.805 2.009
87 H 2.697 2.743 1.712
88 H 4.503 1.852 0.073
89 H 3.427 0.528 0.532
90 H 4.983 0.702 1.230
91 H 3.924 1.023 3.511
92 C -2.572 4.155 2.700
93 C -1.432 3.499 1.996
94 C -0.229 4.427 1.795
95 O -1.045 2.305 2.646
96 H -3.390 3.448 2.841
97 H -2.919 5.020 2.135
98 H -2.329 4.694 3.616
99 H -1.727 3.211 0.987
100 H 0.243 4.724 2.732
101 H -0.476 5.323 1.226
102 H 0.506 3.874 1.210
103 H -0.360 2.533 3.280
104 C 1.785 3.640 -1.801
105 C 1.846 3.472 -3.284
106 C 0.973 4.503 -4.059
107 O 3.164 3.575 -3.737
108 H 0.796 3.814 -1.376
109 H 2.547 4.320 -1.421
110 H 2.110 2.681 -1.398
111 H 1.382 2.504 -3.474
112 H 1.403 5.503 -4.007
113 H -0.035 4.590 -3.651
114 H 0.786 4.211 -5.093
115 H 3.457 4.489 -3.735

Atoms 1-2, force components in eV/Å:
1.4 1.0 0.7
-1.1 -3.6 -3.7

The following is a DFT calculation (ωB97M-V/def2-TZVPD) of a structure of composition C58H48FGeP3S6Tc at a distorted geometry.

## Properties
Frontier orbital gap (spin up / spin down)   5.7898 / 5.4686 eV
E   -7909.582490 Eh
Multiplicity   4

Cartesian coordinates (Å):
1 Tc 0.162 0.347 0.257
2 F 3.147 -1.022 3.357
3 Ge 2.030 -0.655 1.947
4 C 3.543 0.565 1.256
5 C 4.649 0.904 2.086
6 C 5.758 1.582 1.549
7 C 5.843 1.925 0.192
8 C 4.792 1.601 -0.646
9 C 3.651 1.026 -0.045
10 P 2.201 0.756 -1.199
11 C 1.724 2.332 -1.929
12 C 0.778 2.286 -2.851
13 C -0.129 3.475 -2.754
14 C 0.709 4.700 -2.992
15 C 1.867 4.687 -2.342
16 C 1.960 3.638 -1.286
17 C 2.740 -0.148 -2.704
18 C 3.481 -1.323 -2.404
19 C 3.969 -2.112 -3.412
20 C 3.603 -1.853 -4.705
21 C 3.172 -0.563 -5.048
22 C 2.749 0.338 -4.067
23 C 0.424 -1.409 3.099
24 C 0.723 -2.535 3.840
25 C -0.171 -3.081 4.812
26 C -1.248 -2.315 5.148
27 C -1.544 -1.113 4.438
28 C -0.820 -0.757 3.356
29 P -1.313 0.474 2.200
30 C -3.063 0.327 1.663
31 C -3.695 -0.896 1.936
32 C -4.992 -1.175 1.483
33 C -5.752 -0.229 0.772
34 C -5.073 0.920 0.356
35 C -3.827 1.249 0.892
36 C -1.291 1.985 3.293
37 C -1.986 3.196 2.935
38 C -2.110 4.244 3.812
39 C -1.479 4.183 5.072
40 C -0.727 3.080 5.440
41 C -0.672 1.972 4.581
42 C 2.161 -2.282 0.792
43 C 3.234 -3.163 1.063
44 C 3.587 -4.213 0.239
45 C 2.805 -4.345 -0.927
46 C 1.621 -3.635 -1.120
47 C 1.261 -2.609 -0.245
48 P -0.441 -1.945 -0.290
49 C -0.893 -2.253 -2.010
50 C -0.699 -1.215 -2.948
51 C -1.209 -1.327 -4.254
52 C -2.020 -2.386 -4.639
53 C -2.082 -3.483 -3.764
54 C -1.564 -3.402 -2.497
55 C -1.377 -3.241 0.557
56 C -2.762 -3.336 0.408
57 C -3.454 -4.366 1.066
58 C -2.727 -5.449 1.648
59 C -1.381 -5.324 1.776
60 C -0.683 -4.209 1.267
61 H 4.474 0.808 3.188
62 H 6.574 1.868 2.242
63 H 6.798 2.309 -0.185
64 H 4.681 1.759 -1.696
65 H 0.683 1.462 -3.573
66 H -0.967 3.326 -3.461
67 H 0.262 5.450 -3.587
68 H 2.735 5.321 -2.610
69 H 2.843 3.609 -0.565
70 H 3.663 -1.600 -1.384
71 H 4.466 -3.028 -3.134
72 H 3.886 -2.690 -5.348
73 H 2.930 -0.325 -6.108
74 H 2.549 1.406 -4.281
75 H 1.650 -3.057 3.584
76 H 0.021 -3.971 5.344
77 H -1.909 -2.730 5.941
78 H -2.384 -0.545 4.735
79 H -3.247 -1.610 2.621
80 H -5.413 -2.088 1.839
81 H -6.827 -0.370 0.671
82 H -5.624 1.665 -0.226
83 H -3.436 2.300 0.872
84 H -2.530 3.248 2.013
85 H -2.719 5.087 3.562
86 H -1.527 5.096 5.669
87 H -0.236 3.031 6.414
88 H -0.185 1.038 4.926
89 H 3.762 -2.898 1.984
90 H 4.312 -4.944 0.449
91 H 3.028 -5.228 -1.544
92 H 0.971 -3.916 -1.977
93 H -0.218 -0.314 -2.567
94 H -1.144 -0.471 -4.944
95 H -2.630 -2.404 -5.562
96 H -2.530 -4.363 -4.259
97 H -1.780 -4.202 -1.830
98 H -3.240 -2.609 -0.214
99 H -4.552 -4.402 1.160
100 H -3.199 -6.324 2.009
101 H -0.785 -6.033 2.298
102 H 0.374 -4.165 1.367
103 S -4.413 1.755 -2.760
104 S -5.257 0.869 -4.587
105 S -3.834 0.589 -5.818
106 S -2.508 1.276 -2.890
107 C -1.730 4.555 -1.137
108 C -0.648 3.469 -1.260
109 S -1.296 1.794 -0.786
110 C 0.673 3.800 -0.387
111 C 0.747 5.254 0.095
112 S 0.946 2.589 1.021
113 H -2.676 4.056 -1.458
114 H -1.418 5.384 -1.816
115 H -1.709 4.868 -0.078
116 H 0.496 5.912 -0.731
117 H 1.785 5.463 0.294
118 H 0.100 5.442 0.957

Atoms 1-2, force components in eV/Å:
-0.2 2.5 0.4
-0.6 -0.2 -0.3

The following is a DFT calculation (ωB97M-V/def2-TZVPD) of the molecule C11H15N3O3S at a distorted geometry.

## Properties
Energy relative to the best compared isomer or geometry (same formula, charge and spin)   2.3000 eV
Frontier orbital gap   9.7110 eV
E   -1216.257279 Eh

Cartesian coordinates (Å):
1 O -1.894 1.710 -1.397
2 O -4.480 -2.296 0.681
3 O -3.827 -3.447 -1.285
4 C -0.761 1.327 -1.145
5 C 3.914 0.626 2.813
6 C 2.494 0.484 2.943
7 C 4.456 0.871 1.532
8 C 1.686 0.567 1.788
9 C 3.595 0.974 0.425
10 C 2.213 0.953 0.584
11 N 1.518 1.021 -0.643
12 N -0.459 -0.008 -1.365
13 N -4.792 -0.998 -1.350
14 C 0.548 2.136 -0.849
15 C 0.973 -0.191 -1.238
16 C -1.504 -1.061 -1.512
17 C -2.276 -1.318 -0.171
18 S -3.774 -2.156 -0.581
19 H 4.504 0.317 3.737
20 H 2.031 0.222 3.965
21 H 5.505 0.937 1.369
22 H 0.572 0.608 1.869
23 H 4.049 1.164 -0.538
24 H -5.701 -1.422 -1.166
25 H -4.773 -0.182 -0.680
26 H 0.852 2.813 -1.652
27 H 0.452 2.893 -0.036
28 H 1.351 -0.382 -2.241
29 H 1.186 -1.077 -0.623
30 H -2.232 -0.861 -2.327
31 H -1.045 -2.033 -1.757
32 H -1.863 -1.880 0.615
33 H -2.514 -0.311 0.234

Atoms 1-2, force components in eV/Å:
0.4 0.7 1.0
1.0 0.2 0.9

The following is a DFT calculation (ωB97M-V/def2-TZVPD) of the molecule C3H8N2OS at a distorted geometry.

## Properties
Energy relative to the best compared isomer or geometry (same formula, charge and spin)   5.0435 eV
Frontier orbital gap   9.6633 eV
E   -701.892160 Eh

Cartesian coordinates (Å):
1 C 1.906 1.268 -0.172
2 C 0.410 -1.208 -0.280
3 C -0.689 0.031 1.219
4 H 1.505 1.718 0.923
5 H 2.899 1.746 -0.310
6 H 1.091 1.169 -1.027
7 H 0.444 -2.305 -0.733
8 H 0.034 -0.686 -1.225
9 H -0.430 0.134 2.231
10 H -2.100 -0.941 -0.527
11 H -2.958 0.283 -0.955
12 N -1.664 0.591 0.628
13 N -2.037 0.052 -0.655
14 O -0.439 -1.240 0.625
15 S 2.028 -0.613 0.258

Atoms 1-2, force components in eV/Å:
-2.4 -1.1 2.6
4.6 -2.1 -8.3

The following is a DFT calculation (ωB97M-V/def2-TZVPD) of a structure of composition C17H29GeSi at a distorted geometry.

## Properties
Frontier orbital gap   6.1120 eV
E   -3031.307529 Eh
Total charge   +1

Cartesian coordinates (Å):
1 C -0.157 -3.881 0.956
2 Si -0.679 -2.162 1.448
3 C -1.071 -2.239 3.266
4 H 0.313 -1.029 1.030
5 C -2.383 -1.926 0.618
6 Ge -2.426 -0.387 -0.581
7 C -4.183 -0.217 -1.390
8 C -2.002 1.159 0.518
9 C -1.041 -0.696 -1.909
10 H -0.939 -4.591 1.249
11 H -0.018 -3.956 -0.129
12 H 0.773 -4.171 1.461
13 H -1.803 -3.036 3.444
14 H -0.172 -2.466 3.853
15 H -1.505 -1.295 3.615
16 H -2.628 -2.838 0.042
17 H -3.153 -1.789 1.402
18 H -4.177 0.664 -2.043
19 H -4.403 -1.117 -1.978
20 H -4.934 -0.093 -0.601
21 H -1.967 2.045 -0.124
22 H -2.778 1.276 1.284
23 H -1.028 1.008 0.996
24 H -1.069 0.127 -2.630
25 H -0.065 -0.716 -1.413
26 H -1.221 -1.653 -2.416
27 C 1.990 1.943 1.471
28 C 3.117 1.458 2.469
29 C 3.864 0.418 1.688
30 C 3.232 0.153 0.477
31 C 2.134 1.039 0.282
32 C 1.668 1.432 -1.021
33 C 2.250 0.916 -2.221
34 C 1.780 1.351 -3.457
35 C 0.709 2.243 -3.525
36 C 0.156 2.809 -2.365
37 C 0.677 2.438 -1.130
38 H 1.001 1.931 1.939
39 H 2.202 2.978 1.138
40 H 3.748 2.326 2.696
41 H 2.680 1.070 3.408
42 H 4.746 -0.090 2.071
43 H 3.476 -0.624 -0.242
44 H 3.098 0.234 -2.160
45 H 2.267 1.000 -4.370
46 H 0.275 2.500 -4.491
47 H -0.656 3.535 -2.406
48 H 0.306 2.921 -0.220

Atoms 1-2, force components in eV/Å:
0.7 0.0 -0.2
-1.3 -0.2 -0.4

The following is a DFT calculation (ωB97M-V/def2-TZVPD) of a structure of composition C31H44OSb at a distorted geometry.

## Properties
Frontier orbital gap   5.9138 eV
E   -1522.810812 Eh
Total charge   -1

Cartesian coordinates (Å):
1 C -3.955 -2.070 1.376
2 O -4.761 -2.866 0.427
3 C -5.280 -2.047 -0.679
4 C -4.168 -1.803 -1.900
5 C -2.999 -2.952 -1.828
6 C -1.798 -2.781 -2.943
7 C -1.300 -1.239 -3.184
8 C -1.787 -0.688 -4.677
9 Sb -1.048 1.410 -5.037
10 H -4.602 -1.951 2.355
11 H -2.940 -2.611 1.694
12 H -3.700 -1.001 0.917
13 H -5.667 -1.012 -0.253
14 H -6.215 -2.623 -1.143
15 H -4.807 -1.900 -2.904
16 H -3.744 -0.697 -1.909
17 H -3.525 -4.004 -2.029
18 H -2.448 -3.015 -0.772
19 H -2.134 -3.356 -3.906
20 H -0.860 -3.371 -2.501
21 H -1.551 -0.496 -2.310
22 H -0.110 -1.278 -3.241
23 H -1.257 -1.361 -5.492
24 H -2.949 -0.750 -4.810
25 H -2.046 1.988 -3.710
26 H 0.260 1.168 -3.905
27 H -0.013 0.803 -6.322
28 H -2.337 1.715 -6.186
29 H -0.478 3.046 -5.345
30 C -8.273 -4.620 4.497
31 C -8.930 -3.429 4.189
32 C -8.571 -2.708 3.050
33 C -7.560 -3.184 2.214
34 C -6.906 -4.377 2.520
35 C -7.259 -5.093 3.663
36 H -8.551 -5.180 5.386
37 H -9.722 -3.062 4.837
38 H -9.078 -1.776 2.814
39 H -7.284 -2.624 1.324
40 H -6.120 -4.748 1.867
41 H -6.746 -6.020 3.905
42 C 1.979 4.261 -1.368
43 C 1.794 3.058 -2.049
44 C 2.676 2.687 -3.063
45 C 3.751 3.514 -3.389
46 C 3.939 4.715 -2.706
47 C 3.051 5.091 -1.698
48 H 1.289 4.552 -0.580
49 H 0.960 2.410 -1.790
50 H 2.528 1.753 -3.598
51 H 4.442 3.223 -4.176
52 H 4.777 5.359 -2.959
53 H 3.194 6.029 -1.170
54 C 4.312 3.257 3.100
55 C 5.493 3.643 3.733
56 C 6.470 4.340 3.023
57 C 6.261 4.659 1.681
58 C 5.079 4.275 1.049
59 C 4.106 3.571 1.757
60 H 3.552 2.711 3.653
61 H 5.652 3.401 4.781
62 H 7.393 4.636 3.514
63 H 7.021 5.206 1.128
64 H 4.916 4.525 0.003
65 H 3.187 3.267 1.262
66 C 4.955 -0.538 2.492
67 C 5.975 0.358 2.173
68 C 7.303 -0.067 2.170
69 C 7.611 -1.392 2.477
70 C 6.591 -2.290 2.793
71 C 5.264 -1.862 2.804
72 H 3.920 -0.205 2.497
73 H 5.734 1.390 1.927
74 H 8.097 0.634 1.928
75 H 8.645 -1.725 2.470
76 H 6.831 -3.323 3.030
77 H 4.470 -2.560 3.056

Atoms 1-2, force components in eV/Å:
0.1 0.5 0.5
0.5 1.8 -0.1

Q: The lowest E belongs to which entry?
A: C58H48FGeP3S6Tc